The following is a DFT calculation (wB97M-V/def2-TZVPD) of a 7-piece molecular cluster, C39H88B2FN2O32P6 overall at a distorted geometry.

```
170
Properties=species:S:1:pos:R:3:forces:R:3:mulliken_charge:R:1
C -8.62311 2.42573 -1.20038 0.1 -0.5 0.9 -1.386
C -7.96899 2.24329 0.22312 -1.1 0.0 -1.9 0.509
N -6.52915 2.12600 0.01714 -0.5 0.3 0.6 -0.215
C -5.69251 1.94320 1.20756 1.7 -0.8 -1.0 1.331
B -6.44612 1.89413 2.62823 -0.9 -0.3 0.9 1.005
O -6.94508 3.04687 3.18413 0.9 0.3 -0.3 0.052
O -6.68390 0.73502 3.35735 -0.1 0.3 -1.3 -0.717
C -8.09080 0.42559 3.39459 -0.7 -0.9 0.7 -0.139
C -8.46476 -0.89098 2.71833 -0.5 0.1 0.0 -1.240
C -4.59642 3.07084 1.18530 -0.2 -0.2 -0.5 0.287
B -5.19884 4.55517 1.17075 0.3 0.8 0.5 0.168
O -6.50468 4.86583 0.99432 -0.1 -0.7 0.2 -0.388
O -4.28099 5.59320 1.39173 -0.4 -0.4 0.5 -0.231
C -4.03625 5.73350 2.80692 0.9 0.0 0.6 -0.133
C -2.68370 5.11705 3.23404 -0.2 0.0 0.2 -0.938
C -3.70880 3.01912 -0.07127 -1.5 0.9 0.2 -3.039
N -3.01177 1.72323 -0.25495 0.9 0.0 -0.1 0.466
C -1.75859 1.57151 0.57887 1.0 0.2 -0.6 0.248
C -0.55392 1.14870 -0.32169 0.5 -0.3 0.8 -0.071
C 0.14415 -0.01576 0.38503 -0.6 -1.5 -0.5 0.212
O -0.25874 -1.15018 0.20471 0.2 0.9 0.3 -0.596
O 1.15103 0.26396 1.21896 -0.7 0.7 0.0 -0.477
C -3.94061 0.56606 -0.16709 0.1 -0.7 -0.1 -1.922
C -4.89542 0.58879 1.03039 -0.9 1.5 0.1 0.336
F -4.10849 0.45229 2.15543 0.0 -0.4 0.0 -0.494
O -5.80771 -0.46022 0.83320 1.0 -0.6 0.4 -0.244
C -5.43269 -1.69632 1.40615 0.2 -1.7 1.2 0.164
O -5.52739 -1.92035 2.58485 -0.1 1.1 -1.2 -0.486
C -4.96485 -2.81978 0.50256 -0.4 1.3 -0.3 0.460
C -4.50969 -2.65877 -0.79349 -0.2 0.6 -0.1 0.277
C -4.14578 -3.76380 -1.52074 0.6 0.0 -1.3 -1.091
C -4.22146 -5.02901 -1.00615 -0.1 -1.0 0.4 -0.379
C -4.68255 -5.20198 0.28563 0.0 -0.3 0.1 -0.740
C -5.03516 -4.09714 1.01316 -0.4 -0.1 1.3 -0.453
H -9.30711 3.27555 -1.18609 0.2 0.0 -0.3 0.365
H -7.82639 2.55666 -1.93707 -0.3 0.2 -0.1 0.339
H -9.20031 1.53044 -1.45209 0.1 0.2 -0.1 0.362
H -8.26572 3.13297 0.77633 0.6 -0.3 0.4 -0.027
H -8.44429 1.33083 0.61459 0.3 0.2 0.5 -0.209
H -6.39498 1.42219 -0.69739 0.1 -0.2 0.2 0.505
H -6.99041 2.91534 4.14036 -0.4 0.1 0.0 0.089
H -8.39709 0.33841 4.44563 0.2 0.1 -0.1 0.486
H -8.72670 1.20766 2.96099 0.4 0.2 0.0 0.142
H -7.98240 -1.76163 3.16331 0.2 0.2 -0.2 0.300
H -9.54437 -1.03185 2.87555 0.2 0.1 0.0 0.461
H -8.33884 -0.85368 1.63111 0.3 -0.1 0.2 0.177
H -3.91550 2.99264 2.04522 -0.3 0.1 0.1 0.116
H -6.77657 5.61869 1.53272 0.1 0.3 -0.4 0.288
H -4.00420 6.79502 3.06893 -0.3 -0.1 -0.3 0.564
H -4.84204 5.29364 3.41307 0.0 0.0 -0.3 0.155
H -2.79340 4.61433 4.20217 0.0 0.0 -0.2 0.330
H -1.90975 5.87775 3.36580 -0.1 -0.1 -0.2 0.379
H -2.32474 4.38024 2.50802 -0.1 0.1 0.1 0.007
H -4.35526 3.16198 -0.94886 0.1 -0.3 0.1 0.152
H -3.03268 3.88034 -0.05859 0.4 -0.5 0.0 0.982
H -2.66352 1.73130 -1.21532 -0.1 0.0 0.0 0.608
H -1.86508 0.80283 1.34088 -0.6 0.4 0.1 0.260
H -1.53029 2.56269 0.96905 -0.2 -0.3 0.4 -0.122
H -0.88715 0.71957 -1.27147 0.1 0.2 0.0 0.334
H 0.15842 1.96395 -0.46650 -0.3 0.0 -0.2 -0.154
H 1.29864 -0.53055 1.75685 0.2 -0.1 -0.1 0.449
H -3.32534 -0.33900 -0.09904 0.0 0.2 0.0 0.919
H -4.49293 0.49640 -1.10795 -0.1 0.2 0.2 0.314
H -4.46179 -1.68673 -1.26551 -0.1 -0.1 0.0 0.522
H -3.78499 -3.66806 -2.54107 -0.1 0.2 0.1 0.395
H -3.94977 -5.90166 -1.58973 0.0 0.2 -0.1 0.419
H -4.80048 -6.16996 0.75955 0.2 0.0 -0.3 0.406
H -5.38726 -4.21374 2.03310 0.0 0.0 -0.1 0.481
C -9.54007 6.10077 4.30531 0.0 -0.1 -0.2 -0.455
O -9.47798 5.79621 5.70470 0.1 0.1 0.0 -0.333
P -8.21470 6.29531 6.51970 0.0 0.1 0.1 0.934
O -6.92526 6.07674 5.85516 0.0 -0.1 -0.1 -0.426
O -8.38511 5.57530 7.91951 -0.1 0.1 -0.2 -0.367
C -8.40352 4.14379 7.92858 0.0 -0.2 0.1 -0.565
O -8.56770 7.80071 6.84203 0.0 -0.2 0.1 -0.340
C -7.89213 8.42707 7.94304 0.1 0.2 0.3 -0.666
H -9.16067 5.25224 3.73515 0.1 0.0 0.0 -0.005
H -10.58171 6.27045 4.04323 0.0 0.0 0.1 0.321
H -8.96290 6.99248 4.06183 0.0 0.0 0.0 0.322
H -7.67690 3.73753 7.22315 0.0 0.0 0.0 0.225
H -9.40285 3.79185 7.67369 0.0 0.0 0.0 0.262
H -8.15087 3.80873 8.93081 0.0 0.1 0.0 0.267
H -6.83898 8.14523 7.97383 0.0 0.0 -0.1 0.317
H -8.37552 8.14015 8.87604 0.0 0.0 0.0 0.266
H -7.97069 9.50394 7.82221 0.0 0.0 -0.2 0.248
C -2.58189 7.82930 -0.20717 -0.2 0.2 0.2 -0.543
O -1.92497 7.72689 -1.48057 0.1 -0.3 0.0 -0.299
P -0.37892 7.39293 -1.48742 0.0 0.3 -0.1 0.819
O 0.42196 8.12664 -0.51176 0.0 0.0 0.1 -0.664
O 0.02656 7.60005 -3.00168 -0.2 -0.2 0.1 -0.343
C -0.15964 8.91081 -3.55807 0.0 0.3 -0.1 -0.715
O -0.34806 5.80598 -1.33172 0.0 0.0 -0.2 0.029
C 0.84054 5.13405 -1.76497 0.2 -0.1 -0.1 -0.455
H -2.61869 8.87486 0.09507 0.1 0.0 0.0 0.321
H -3.59557 7.45427 -0.31618 0.1 -0.1 -0.1 0.188
H -2.06944 7.24530 0.55653 0.0 0.0 0.0 0.246
H 0.10678 9.68380 -2.83693 0.0 -0.1 0.0 0.351
H -1.19879 9.03107 -3.86179 0.0 0.0 0.0 0.256
H 0.48174 9.00102 -4.43022 0.0 -0.1 0.0 0.252
H 1.73551 5.68951 -1.48337 0.0 0.0 0.0 0.372
H 0.81484 5.00759 -2.84730 0.0 0.0 0.0 0.307
H 0.87015 4.15224 -1.29600 -0.1 0.1 0.1 -0.070
C 5.91918 -3.86672 1.46289 0.0 -0.1 0.3 -0.717
O 5.16734 -3.26976 0.39616 0.1 0.1 -0.2 -0.271
P 5.64327 -1.85458 -0.13285 0.2 -0.1 0.0 0.942
O 5.98595 -0.88356 0.90643 -0.1 0.0 0.1 -0.744
O 4.45962 -1.42289 -1.09902 0.0 -0.2 0.0 -0.224
C 3.16290 -1.28933 -0.51823 -0.1 -0.1 0.0 -0.802
O 6.81097 -2.22057 -1.13350 -0.3 0.1 -0.1 -0.248
C 7.15754 -1.25722 -2.14145 0.1 0.2 -0.3 -0.686
H 5.43873 -3.63491 2.41248 0.1 0.0 0.0 0.258
H 5.92207 -4.94448 1.31901 -0.1 0.0 -0.1 0.308
H 6.94734 -3.50689 1.47635 0.0 0.0 0.0 0.310
H 3.22517 -0.83764 0.47039 0.1 0.0 0.0 0.336
H 2.69292 -2.27140 -0.44728 0.0 0.0 0.0 0.406
H 2.56229 -0.65301 -1.16474 0.1 0.0 -0.1 0.305
H 7.14489 -0.24315 -1.74027 0.0 0.0 0.1 0.329
H 6.45667 -1.33123 -2.97305 0.0 0.0 0.0 0.247
H 8.15644 -1.48657 -2.50182 0.0 -0.1 0.1 0.270
C 1.93977 -3.85047 -7.23222 -0.1 0.1 -0.2 -0.654
O 3.03421 -4.69790 -6.86603 -0.1 0.0 0.2 -0.330
P 4.15507 -4.09852 -5.91970 0.1 -0.1 -0.1 0.999
O 4.59924 -2.74631 -6.26163 -0.1 0.1 0.0 -0.681
O 5.27636 -5.21146 -5.94407 -0.2 0.0 0.0 -0.265
C 5.86744 -5.52369 -7.21678 0.2 -0.1 -0.3 -0.666
O 3.52594 -4.25578 -4.47245 0.1 -0.1 -0.1 -0.305
C 4.42828 -4.25430 -3.35989 0.2 -0.1 0.3 -0.410
H 2.14659 -3.39335 -8.19877 0.0 0.1 0.0 0.258
H 1.04752 -4.46785 -7.31274 0.1 -0.1 0.0 0.256
H 1.76789 -3.07134 -6.48992 0.0 0.0 0.0 0.301
H 6.01509 -4.62217 -7.81272 0.0 0.0 0.1 0.354
H 5.22229 -6.21784 -7.75313 0.0 0.0 0.0 0.269
H 6.83018 -5.99711 -7.04356 0.0 0.0 0.1 0.210
H 5.21729 -3.51261 -3.49054 0.0 0.0 0.0 0.218
H 4.87166 -5.24359 -3.24914 0.0 0.0 -0.1 0.324
H 3.86665 -4.02084 -2.45857 -0.1 0.1 -0.1 0.123
C 8.25941 -1.79613 4.10691 0.1 0.1 -0.3 -0.526
O 8.12338 -2.97371 4.91895 -0.2 0.0 0.1 -0.153
P 8.45365 -2.85062 6.46302 0.0 0.0 0.0 0.860
O 9.66978 -2.10588 6.78187 0.1 0.0 0.0 -0.661
O 8.43053 -4.35830 6.95284 -0.2 0.1 -0.2 -0.292
C 9.37131 -5.25576 6.35148 0.2 -0.2 -0.1 -0.661
O 7.11432 -2.25865 7.07047 0.0 -0.3 0.0 -0.279
C 6.87941 -2.44992 8.47068 -0.1 0.0 0.3 -0.671
H 9.24022 -1.80069 3.63384 0.0 0.0 0.1 0.263
H 7.49290 -1.82173 3.33459 0.0 -0.1 0.1 0.116
H 8.14076 -0.88549 4.69218 0.0 0.0 0.0 0.327
H 10.33653 -4.77043 6.20275 0.0 0.0 0.0 0.333
H 8.98158 -5.60283 5.39471 0.0 0.0 0.0 0.232
H 9.49921 -6.10629 7.01586 -0.1 0.1 0.1 0.252
H 7.79454 -2.31358 9.04823 0.0 0.0 0.0 0.343
H 6.48574 -3.45198 8.64025 0.1 0.0 0.0 0.259
H 6.14059 -1.72155 8.79510 0.0 0.1 -0.1 0.247
C 9.96068 -5.79854 -10.35077 -0.1 0.2 -0.1 -0.645
O 10.74971 -6.56112 -9.42720 0.0 -0.2 -0.1 -0.310
P 10.15278 -7.92505 -8.88976 -0.1 0.0 0.0 0.981
O 8.74360 -7.87295 -8.48808 0.0 0.1 0.0 -0.572
O 11.16847 -8.33197 -7.74438 0.1 0.1 -0.2 -0.307
C 11.31476 -7.42598 -6.64470 0.1 0.1 0.2 -0.608
O 10.48926 -8.94542 -10.05106 0.1 0.0 0.2 -0.305
C 10.52272 -10.34100 -9.72494 0.0 -0.3 0.0 -0.659
H 9.40219 -5.03943 -9.80473 0.0 -0.1 0.0 0.247
H 10.63695 -5.31117 -11.04915 0.1 -0.1 0.1 0.257
H 9.26963 -6.43051 -10.90733 0.0 0.0 0.0 0.315
H 10.35346 -6.99684 -6.35915 0.0 0.0 0.0 0.272
H 12.00687 -6.63053 -6.91946 0.0 0.0 0.0 0.258
H 11.72158 -7.97971 -5.80266 0.0 -0.1 -0.1 0.246
H 9.71293 -10.60854 -9.04493 0.0 0.0 0.0 0.330
H 11.48095 -10.58430 -9.26689 0.0 0.0 0.0 0.262
H 10.41831 -10.90850 -10.64583 0.0 0.1 -0.1 0.246
```
Positions in Å, forces in eV/Å.

Summary:
gap between HOMO and LUMO = 8.841 eV
E = -6254.2224 a.u.
F_max = 2.23 eV Å⁻¹
net charge = +1
LUMO = -2.63 eV
molar mass = 1323.58 g/mol